The following is a DFT calculation (ωB97M-V/def2-TZVPD) of a structure of composition C33H25BrIrN10OS3 at a distorted geometry.

Structure (XYZ):
```
74
Properties=species:S:1:pos:R:3:mulliken_charge:R:1
Ir -1.61 0.79 -0.51 0.4716
Br -1.49 8.01 2.09 -0.1155
C -1.97 6.28 1.53 -0.0596
C -3.27 5.81 1.76 -0.7656
C -3.63 4.55 1.34 -0.8059
C -2.70 3.71 0.67 0.4795
C -1.39 4.23 0.44 0.6411
C -1.03 5.48 0.87 -0.5583
N -2.97 2.47 0.25 0.3006
C -4.25 1.96 0.30 -0.2501
C -4.50 0.70 -0.21 0.2026
C -5.77 0.06 -0.16 -1.0674
C -5.93 -1.18 -0.69 -0.4428
C -4.84 -1.81 -1.31 -0.7194
C -3.62 -1.16 -1.33 -0.0060
N -3.43 0.04 -0.78 0.4808
H -3.99 6.44 2.26 0.4467
H -4.64 4.22 1.54 0.3278
H -0.70 3.63 -0.12 0.1171
H -0.03 5.85 0.69 0.4905
H -5.07 2.54 0.71 0.2219
H -6.59 0.59 0.32 0.4649
H -6.89 -1.68 -0.64 0.4551
H -4.94 -2.79 -1.76 0.4461
H -2.75 -1.61 -1.79 0.4495
S -2.87 3.31 -3.90 -0.0830
C -1.41 3.00 -3.15 0.3323
S -1.52 1.26 -2.83 -0.3785
S -0.20 4.02 -2.71 -0.2887
C -0.14 -3.22 3.28 -1.1801
N -0.91 -2.21 2.54 1.0650
C -0.50 -1.19 1.78 -0.1093
N -1.56 -0.58 1.26 -0.4811
C -2.62 -1.28 1.77 -0.4635
N -2.25 -2.27 2.54 -0.9894
C 0.60 -4.17 2.37 0.9527
C 0.27 -5.51 2.33 -0.7798
C 0.93 -6.38 1.48 -0.7167
C 1.93 -5.91 0.64 -0.9559
C 2.27 -4.56 0.68 0.0776
C 1.63 -3.70 1.56 -0.0196
C 3.29 -4.03 -0.20 0.5635
N 4.12 -4.66 -0.97 -0.5020
N 4.84 -3.72 -1.65 -0.4592
C 4.42 -2.56 -1.25 0.5603
O 3.43 -2.69 -0.33 -0.2357
C 4.81 -1.24 -1.71 -0.0108
C 5.80 -1.09 -2.68 -0.9325
C 6.09 0.18 -3.14 -0.6420
C 5.40 1.29 -2.67 -0.9147
C 4.42 1.14 -1.70 0.7881
C 3.67 2.36 -1.19 -1.2261
N 2.40 2.04 -0.57 0.9163
C 1.32 1.52 -1.15 -0.1355
N 0.37 1.38 -0.23 0.2101
C 0.95 1.84 0.92 -0.6213
N 2.18 2.24 0.74 -1.0143
C 4.14 -0.13 -1.21 -0.1356
H -0.89 -3.76 3.87 0.3953
H 0.54 -2.71 3.96 0.2917
H 0.52 -0.90 1.62 0.3865
H -3.65 -1.06 1.59 0.5040
H -0.52 -5.89 2.98 0.3947
H 0.67 -7.43 1.46 0.4148
H 2.44 -6.56 -0.06 0.5339
H 1.95 -2.67 1.62 0.6393
H 6.31 -1.96 -3.05 0.5394
H 6.86 0.31 -3.89 0.4096
H 5.63 2.27 -3.06 0.4727
H 3.50 3.05 -2.01 0.4833
H 4.26 2.87 -0.43 0.3590
H 1.25 1.23 -2.18 0.4477
H 0.45 1.88 1.87 0.5490
H 3.40 -0.27 -0.44 0.7830
```

Calculated values
Total charge: +1
Highest occupied orbital energy (spin up / spin down) in hartree: -0.3537 / -0.3832
E_LUMO (spin up / spin down) in eV: -2.36 / -5.99
Multiplicity: 5